[1]
Entry from the Open Molecules 2025 dataset: an isolated molecule of CH2S3 (the ωB97M-V functional and the def2-TZVPD basis).

```
6
Properties=species:S:1:pos:R:3
S 2.062 0.002 -0.507
S -0.842 2.339 2.344
S -0.047 0.748 1.413
C 1.250 1.196 0.254
H 1.350 -1.171 -0.835
H -0.851 0.136 0.412
```

The total charge is 0. The multiplicity is 1. The calculation puts the LUMO energy at -1.520 eV. The energy above the lowest of the compared OMol25 structures with the same formula, charge and spin comes out at 3.985 eV. Its HOMO energy is -8.60 eV.



[2]
Entry from the Open Molecules 2025 dataset: a structure of composition C8H9InNO6V (the ωB97M-V functional and the def2-TZVPD basis).

```
26
Properties=species:S:1:pos:R:3
In 2.190 6.380 1.634
V 5.633 -5.379 1.063
O 6.261 -6.132 2.358
O 4.258 -1.479 2.612
O 4.451 -6.428 0.610
O 3.033 1.386 2.226
O -2.239 3.209 -0.561
O -3.742 3.947 -1.983
N -3.089 3.043 -1.495
C -3.230 1.658 -1.943
C -3.838 0.166 -3.758
C 3.854 -0.584 3.621
C -2.555 -0.681 -1.893
C -2.619 0.588 -1.290
C -3.922 1.436 -3.161
C -3.142 -0.870 -3.131
C 2.740 0.477 3.234
H -4.497 2.139 -3.746
H -1.965 -1.450 -1.415
H -2.242 0.822 -0.306
H 4.631 -0.238 4.302
H -4.321 0.079 -4.720
H 1.840 -0.088 2.994
H 2.438 0.955 4.166
H 3.327 -1.213 4.339
H -3.255 -1.742 -3.758
```

The total charge is +2. The multiplicity is 1. The calculation puts the LUMO energy at -9.812 eV. Its HOMO energy is -13.10 eV.



[3]
Entry from the Open Molecules 2025 dataset: an isolated molecule of C4H3Br2NS (the ωB97M-V functional and the def2-TZVPD basis).

```
11
Properties=species:S:1:pos:R:3
Br -3.446 1.845 1.379
Br -3.643 -1.957 1.295
S -0.577 1.165 0.409
N 0.106 1.963 -0.691
C 0.036 -0.420 0.144
C -0.769 -1.444 0.588
C -2.399 0.811 0.174
C -2.086 -1.170 0.715
H 0.928 -0.376 -0.354
H 0.528 2.821 -0.361
H -0.516 -2.533 0.758
```

The total charge is 0. The multiplicity is 1. The calculation puts the LUMO energy (alpha / beta) at -1.789 / -1.482 eV. The energy above the lowest of the compared OMol25 structures with the same formula, charge and spin comes out at 4.904 eV. Its HOMO energy (alpha / beta) is -8.42 / -8.80 eV.



[4]
Entry from the Open Molecules 2025 dataset: a cluster of 5 separate species, C29H68F6N4OP in total (the ωB97M-V functional and the def2-TZVPD basis).

```
109
Properties=species:S:1:pos:R:3
P 0.538 -0.236 1.062
F -0.337 -1.585 0.724
F 1.691 -1.169 1.702
F 1.262 -0.388 -0.343
F 1.455 1.133 1.159
F -0.090 -0.057 2.524
F -0.628 0.533 0.360
O -0.189 -3.179 -3.847
N 0.183 3.522 4.809
N -2.754 -3.004 -2.097
N -1.299 3.760 -1.220
N 3.574 -5.433 -1.519
C 0.930 4.309 5.852
C -2.351 -1.564 -1.685
C -1.779 -3.960 -1.324
C 5.387 -6.188 -3.346
C -0.397 5.021 -1.516
C 4.230 -3.439 -0.387
C -1.166 3.486 0.345
C -4.672 4.556 -3.207
C -2.819 3.820 -1.521
C 0.971 3.284 3.518
C 3.252 -6.957 -1.331
C -2.739 -3.109 -3.656
C -0.787 2.595 -2.023
C -1.465 -3.698 -4.304
C -0.038 5.564 -0.107
C 0.475 3.762 7.184
C 6.127 -5.843 -4.662
C 2.702 -3.504 -0.304
C 4.513 -4.945 -0.381
C -3.204 4.197 -2.966
C -3.547 4.255 3.409
C -1.229 4.175 4.551
C 0.008 2.096 5.499
C -0.295 2.446 6.941
C 4.223 -5.211 -2.939
C -1.063 4.874 0.809
C -2.370 3.308 3.911
C -4.102 -3.362 -1.537
C 2.234 -4.578 -1.274
H -3.799 5.055 4.105
H -4.827 5.592 -2.907
H 2.390 -3.659 0.729
H 4.938 -7.135 -3.648
H 4.649 -2.924 -1.252
H 0.193 2.399 -1.588
H -4.058 -3.237 -0.455
H -4.827 -2.598 -1.816
H 6.036 -6.364 -2.488
H 2.309 -2.538 -0.622
H -3.248 2.848 -1.278
H -5.344 3.958 -2.590
H -2.951 3.334 -3.582
H 4.235 -5.435 0.552
H -0.117 6.646 -0.007
H -0.287 2.960 0.720
H -0.855 5.037 3.999
H 0.603 -3.548 -4.246
H -4.452 3.687 3.191
H -3.221 4.644 2.444
H -2.134 3.107 0.672
H -1.489 -3.454 -5.366
H 7.051 -6.373 -4.891
H -1.356 2.654 7.075
H -0.643 2.930 -3.050
H -2.615 2.575 4.679
H 0.145 1.700 7.603
H 1.990 4.133 5.669
H -2.917 -0.863 -2.299
H 0.910 5.368 5.592
H 0.366 2.519 3.031
H -2.141 -4.944 -1.622
H -3.462 -3.865 -3.962
H -1.328 -1.285 -1.936
H -1.993 5.439 0.755
H 1.533 -5.286 -0.832
H 0.991 1.645 5.366
H -4.966 4.555 -4.256
H 1.997 -4.281 -2.296
H -1.798 -3.905 -0.235
H 2.578 -7.018 -2.185
H 2.663 -7.257 -0.464
H 5.462 -5.659 -5.506
H 1.002 5.352 0.144
H -4.450 -4.350 -1.839
H 6.615 -4.874 -4.551
H -3.156 -2.244 -4.170
H -1.506 4.424 5.576
H -1.856 2.792 3.100
H 3.512 -5.424 -3.737
H 4.418 -4.140 -2.992
H -0.825 1.546 5.062
H -3.345 4.599 -0.968
H -1.415 -4.786 -4.259
H 0.990 4.241 2.997
H 5.524 -5.130 -0.744
H 4.618 -2.902 0.479
H 0.528 4.795 -2.047
H 4.160 -7.527 -1.525
H 1.331 3.491 7.802
H -0.599 5.066 1.777
H -1.420 1.710 -1.955
H -0.705 -3.842 -1.469
H -2.397 -1.431 -0.604
H -1.010 5.780 -2.001
H -0.164 4.525 7.630
H -2.451 4.951 -3.196
H 1.957 2.935 3.827
```

The total charge is +3. The multiplicity is 1. The calculation puts the LUMO energy at -5.763 eV. The energy above the lowest of the compared OMol25 structures with the same formula, charge and spin comes out at 0.000 eV. Its HOMO energy is -17.32 eV.



DFT total energy (hartree)
-1233.7060; -1949.4938; -5754.9208; -2379.7759